1.
A 5-piece molecular cluster, C28H42N4O9 overall, computed with ωB97M-V/def2-TZVPD.

Structure (XYZ):
```
83
Properties=species:S:1:pos:R:3:mulliken_charge:R:1
C 3.46 -0.23 -3.84 -1.317
C 2.23 0.56 -4.24 0.795
C 1.70 0.36 -5.50 -0.817
C 0.56 1.01 -5.90 -0.547
C -0.07 1.91 -5.05 -1.059
C 0.48 2.09 -3.80 0.945
C -0.20 3.04 -2.81 -0.813
O -0.14 2.48 -1.47 -0.217
C -0.93 1.43 -1.29 0.497
O -0.65 0.27 -1.48 -0.561
O -2.20 1.76 -0.77 -0.176
O -3.04 0.67 -1.07 0.000
C -4.29 1.23 -1.41 0.266
O -4.69 2.18 -0.79 -0.564
C -5.06 0.66 -2.55 0.325
C -4.60 -0.37 -3.36 -0.171
C -5.42 -0.83 -4.37 -0.709
C -6.66 -0.27 -4.62 -0.369
C -7.11 0.76 -3.81 -0.561
C -6.30 1.21 -2.80 -0.316
C 1.63 1.45 -3.38 -0.001
H 3.76 0.03 -2.81 0.142
H 4.29 -0.12 -4.55 0.409
H 3.17 -1.29 -3.82 0.340
H 2.16 -0.35 -6.19 0.425
H 0.13 0.83 -6.89 0.369
H -0.96 2.47 -5.31 0.390
H -1.22 3.31 -3.11 0.359
H 0.37 3.98 -2.76 0.328
H -3.62 -0.79 -3.18 0.473
H -5.11 -1.65 -5.01 0.378
H -7.29 -0.61 -5.43 0.387
H -8.09 1.22 -3.93 0.393
H -6.64 2.04 -2.18 0.430
H 2.06 1.63 -2.40 0.398
C 5.21 2.50 1.78 -0.558
N 5.03 2.20 0.37 -0.115
C 4.07 1.43 -0.19 0.401
C 3.06 0.79 0.73 -0.941
O 4.03 1.26 -1.40 -0.716
H 5.16 3.58 1.92 0.282
H 6.20 2.16 2.09 0.284
H 4.47 2.02 2.40 -0.006
H 5.67 2.59 -0.30 0.268
H 2.35 0.21 0.14 0.231
H 3.55 0.13 1.44 0.561
H 2.50 1.56 1.27 0.187
C -3.15 -0.42 1.38 -0.991
N -1.74 -0.61 1.10 0.324
C -0.76 -0.94 1.98 0.788
C -1.15 -1.15 3.42 -1.647
O 0.40 -1.07 1.59 -0.582
H -3.73 -1.12 0.77 0.214
H -3.44 0.60 1.10 0.262
H -3.38 -0.58 2.42 0.484
H -1.41 -0.49 0.15 0.194
H -0.27 -1.41 4.00 0.302
H -1.58 -0.23 3.83 0.434
H -1.87 -1.96 3.49 0.453
C -0.47 -4.93 -0.39 -0.989
N -0.78 -4.24 0.85 -0.029
C -1.05 -4.79 2.07 0.989
C -1.03 -6.29 2.18 -1.462
O -1.29 -4.07 3.03 -0.610
H 0.52 -4.60 -0.73 0.285
H -1.21 -4.65 -1.14 0.277
H -0.47 -6.00 -0.26 0.422
H -0.80 -3.23 0.85 0.088
H -1.26 -6.58 3.20 0.316
H -1.78 -6.73 1.52 0.362
H -0.04 -6.68 1.92 0.363
C 3.33 1.14 7.57 -0.817
N 4.07 1.95 6.61 -0.171
C 3.73 2.24 5.33 0.696
C 2.43 1.67 4.80 -1.231
O 4.45 2.94 4.64 -0.646
H 3.10 1.75 8.45 0.281
H 3.96 0.30 7.88 0.279
H 2.41 0.75 7.15 0.316
H 4.94 2.35 6.90 0.252
H 2.29 1.99 3.77 0.170
H 2.45 0.58 4.83 0.389
H 1.59 2.04 5.39 0.502
```

Calculated values
Largest force on an atom   1.916 eV/Å
Energy relative to the best compared isomer or geometry (same formula, charge and spin)   11.84 kcal per mole
SMILES   Cc1cccc(COC(=O)OOC(=O)c2ccccc2)c1.CNC(C)=O.CNC(C)=O.CNC(C)=O.CNC(C)=O
2S+1   1
E_HOMO   -8.69 eV
Kohn-Sham gap   8.47 eV

2.
C6H10O as an isolated structure, computed with ωB97M-V/def2-TZVPD.

Structure (XYZ):
```
17
Properties=species:S:1:pos:R:3:mulliken_charge:R:1
C -0.54 1.57 -0.74 -1.110
C 0.06 0.59 0.25 0.184
C -0.18 -0.13 1.39 -0.653
C 0.45 -1.34 0.83 -0.157
O -0.22 -1.94 -0.35 -0.424
C 0.69 -1.31 -1.27 -0.500
C 1.14 -0.39 -0.16 -0.183
H 0.18 2.28 -1.16 0.302
H -1.44 2.13 -0.44 0.426
H -0.84 0.93 -1.58 0.246
H -1.57 1.63 1.48 -0.023
H -0.51 0.02 2.42 0.435
H -1.94 1.01 1.49 0.061
H 0.86 -2.13 1.46 0.425
H 0.21 -0.84 -2.13 0.285
H 1.51 -1.97 -1.57 0.253
H 2.16 -0.11 0.09 0.433
```

Calculated values
Largest force on an atom   1.041 eV/Å
Energy relative to the best compared isomer or geometry (same formula, charge and spin)   109.93 kcal per mole
2S+1   1
E_HOMO   -8.75 eV
Kohn-Sham gap   9.83 eV

3.
A 7-piece molecular cluster, C7H28N14O7 overall, computed with ωB97M-V/def2-TZVPD.

Structure (XYZ):
```
56
Properties=species:S:1:pos:R:3:mulliken_charge:R:1
N -4.98 1.51 1.25 -0.415
C -3.79 1.62 0.44 0.625
N -2.69 2.16 1.11 -0.265
O -3.97 1.14 -0.68 -0.643
H -4.93 1.75 2.25 0.148
H -5.84 1.08 0.96 0.205
H -2.72 2.08 2.10 0.250
H -1.79 1.96 0.65 0.093
N -0.02 -1.86 4.41 -0.319
C 0.87 -1.31 5.51 0.522
N 2.21 -1.00 5.13 -0.417
O 0.50 -1.07 6.66 -0.572
H -0.97 -2.06 4.61 0.199
H 0.36 -2.14 3.53 0.147
H 2.90 -0.84 5.86 0.247
H 2.50 -1.61 4.36 0.191
N 0.02 -5.15 1.06 -0.505
C 0.59 -4.40 -0.04 0.501
N 2.05 -4.35 -0.08 -0.387
O -0.20 -3.81 -0.80 -0.573
H -0.96 -5.37 0.94 0.255
H 0.60 -5.88 1.47 0.200
H 2.55 -3.89 -0.85 0.264
H 2.58 -5.00 0.52 0.187
N -2.03 -2.01 -3.95 -0.425
C -0.79 -2.70 -3.93 0.607
N -0.93 -4.15 -3.95 -0.498
O 0.31 -2.16 -3.89 -0.565
H -2.91 -2.44 -3.74 0.204
H -2.00 -1.02 -3.77 0.227
H -0.02 -4.62 -3.86 0.239
H -1.70 -4.58 -3.46 0.239
N 3.34 3.43 -3.29 -0.457
C 2.60 3.41 -2.04 0.479
N 1.59 2.43 -1.94 -0.147
O 2.89 4.14 -1.09 -0.621
H 3.83 4.24 -3.67 0.260
H 2.86 2.86 -3.96 0.192
H 0.92 2.43 -1.17 0.098
H 1.21 2.03 -2.80 0.181
N 0.48 6.08 -0.47 -0.372
C 0.07 4.88 0.24 0.476
N 1.07 4.28 1.11 -0.558
O -1.07 4.50 -0.03 -0.594
H 1.35 6.58 -0.30 0.187
H -0.22 6.63 -0.94 0.214
H 0.81 3.32 1.30 0.267
H 1.98 4.42 0.68 0.409
N 1.12 -1.25 0.43 -0.301
C 0.29 -0.15 -0.09 0.245
N -0.55 -0.50 -1.15 -0.148
O 0.39 1.04 0.34 -0.574
H 1.56 -1.09 1.36 0.167
H 0.82 -2.21 0.24 0.200
H -1.29 0.12 -1.47 0.258
H -0.87 -1.48 -1.11 0.170
```

Calculated values
Largest force on an atom   4.658 eV/Å
Energy relative to the best compared isomer or geometry (same formula, charge and spin)   74.47 kcal per mole
SMILES   NC(N)=O.NC(N)=O.NC(N)=O.NC(N)=O.NC(N)=O.NC(N)=O.NC(N)=O
2S+1   1
E_HOMO   -9.10 eV
Kohn-Sham gap   8.95 eV

4.
C15H34CoNO2P2 as an isolated structure, computed with ωB97M-V/def2-TZVPD.

Structure (XYZ):
```
55
Properties=species:S:1:pos:R:3:lowdin_spin:R:1
C 0.93 -1.70 -3.56 0.034
C 0.99 -1.37 -2.22 0.202
N -0.17 -1.48 -1.51 0.299
C -1.36 -1.60 -2.11 0.097
C -1.45 -1.94 -3.47 0.086
C -0.24 -2.01 -4.20 0.242
C 2.28 -1.21 -1.52 0.047
P 2.10 -0.93 0.32 0.127
Co -0.12 -1.42 0.68 2.357
P -2.43 -0.56 0.20 0.072
C -2.64 -1.51 -1.29 0.020
O 2.35 2.99 -3.35 0.002
O -1.11 3.01 -1.87 0.002
H 1.86 -1.70 -4.12 -0.004
H -2.41 -2.21 -3.86 0.003
H -0.31 -2.27 -5.24 0.019
C 3.33 -2.27 0.67 0.014
C 3.08 0.62 0.74 0.052
H -3.47 -1.05 -1.86 0.002
H -2.92 -2.52 -0.95 0.005
H 2.90 -0.38 -1.76 0.011
H 2.95 -2.05 -1.71 0.011
C -3.39 -1.34 1.48 0.019
C -3.13 1.06 -0.18 0.016
H -0.23 2.72 -2.12 0.001
H -1.09 3.95 -1.99 0.000
H 1.97 2.50 -2.64 0.001
H 3.11 2.45 -3.70 0.000
H 1.11 -2.19 1.25 0.102
H -0.95 -0.09 1.22 0.012
H 4.27 -2.12 0.12 0.002
H 3.47 -2.33 1.75 0.003
H 2.84 -3.18 0.29 0.006
H 4.15 0.52 0.49 0.010
H 2.70 1.52 0.21 0.001
H 3.01 0.82 1.82 0.001
H -4.12 0.86 -0.61 0.003
H -3.26 1.66 0.73 0.000
H -2.52 1.64 -0.89 0.001
H -4.44 -1.24 1.17 0.003
H -3.07 -2.39 1.52 0.008
H -3.22 -0.86 2.45 0.001
C -0.83 2.52 2.28 0.001
C 0.20 1.44 2.66 0.009
C 0.59 1.57 4.14 0.003
C -0.32 0.02 2.42 0.079
H -1.83 2.29 2.67 0.000
H -0.89 2.67 1.20 0.000
H -0.55 3.49 2.72 0.000
H 1.09 1.63 2.05 0.000
H -0.29 1.36 4.77 0.000
H 1.37 0.85 4.40 0.000
H 0.96 2.57 4.41 0.001
H 0.37 -0.69 2.90 0.013
H -1.25 -0.09 2.98 0.006
```

Calculated values
Largest force on an atom   3.761 eV/Å
2S+1   5
E_HOMO (alpha / beta)   -3.63 / -7.78 eV
Kohn-Sham gap (alpha / beta)   4.03 / 7.79 eV

5.
A 3-piece molecular cluster, C2H10NO2 overall, computed with ωB97M-V/def2-TZVPD.

Structure (XYZ):
```
15
Properties=species:S:1:pos:R:3:mulliken_charge:R:1
C -0.37 -1.73 0.23 -0.910
C 1.53 -0.56 0.82 -0.069
N 0.42 -0.51 0.22 0.088
H 0.04 -2.75 -0.09 0.351
H -1.13 -1.63 -0.57 0.272
H -0.84 -1.74 1.21 0.399
H 1.84 -1.39 1.48 0.304
H 2.17 0.29 0.77 0.203
H -0.10 0.34 -0.24 0.414
H -2.57 0.43 -0.76 0.310
H -1.57 1.14 -1.69 0.335
O -1.70 0.87 -0.77 -0.686
H 0.11 2.84 -0.01 0.300
H 1.53 2.35 -0.40 0.308
O 0.64 2.05 -0.19 -0.618
```

Calculated values
Largest force on an atom   2.516 eV/Å
Charge   +1
Energy relative to the best compared isomer or geometry (same formula, charge and spin)   26.64 kcal per mole
2S+1   1
E_HOMO   -16.11 eV
Kohn-Sham gap   11.68 eV

6.
C13H20N9RhS4 as an isolated structure, computed with ωB97M-V/def2-TZVPD.

Structure (XYZ):
```
47
Properties=species:S:1:pos:R:3:mulliken_charge:R:1
Rh -0.27 -0.54 0.40 -0.056
C -2.28 3.92 2.36 -0.800
S -0.97 3.10 3.29 0.064
C -0.54 1.75 2.31 0.528
S -1.67 1.12 1.13 -0.250
N 0.62 1.23 2.59 -1.629
N 0.88 0.09 1.91 1.102
C 1.91 -0.62 2.22 -0.668
C 2.13 -1.86 1.46 1.323
C 3.15 -2.74 1.76 -0.959
C 3.27 -3.91 1.02 -0.414
C 2.36 -4.16 0.00 -0.762
C 1.36 -3.23 -0.25 -0.334
N 1.25 -2.10 0.45 0.231
H -2.60 4.73 3.00 0.364
H -3.13 3.26 2.17 0.329
H -1.88 4.32 1.43 0.252
H 2.56 -0.32 3.03 0.466
H 3.84 -2.52 2.56 0.511
H 4.06 -4.61 1.23 0.455
H 2.42 -5.06 -0.59 0.467
H 0.64 -3.37 -1.05 0.472
N -1.45 -1.77 1.62 -0.475
N -2.59 -2.28 0.97 -0.426
C -2.77 -2.15 -0.36 0.883
N -3.85 -2.69 -0.89 -0.399
S -1.64 -1.32 -1.33 -0.320
H -0.92 -2.55 2.02 0.412
H -1.77 -1.16 2.38 0.457
H -3.30 -2.71 1.55 0.235
H -4.53 -3.21 -0.36 0.212
H -4.03 -2.56 -1.88 0.229
C -0.92 3.79 -3.69 -1.020
C 0.06 3.98 -2.52 -0.462
C 0.60 2.67 -2.04 0.209
N 0.05 1.95 -1.13 -0.712
N 0.71 0.76 -0.91 0.803
C 1.77 0.60 -1.69 0.408
N 2.59 -0.46 -1.70 -0.327
S 2.02 1.94 -2.74 -0.132
H -1.29 4.76 -4.01 0.350
H -1.76 3.18 -3.38 0.306
H -0.43 3.31 -4.54 0.332
H -0.44 4.45 -1.67 0.171
H 0.89 4.62 -2.81 0.378
H 2.49 -1.19 -1.03 0.001
H 3.42 -0.44 -2.28 0.197
```

Calculated values
Largest force on an atom   0.170 eV/Å
Charge   +2
Energy relative to the best compared isomer or geometry (same formula, charge and spin)   6.32 kcal per mole
2S+1   1
E_HOMO   -13.93 eV
Kohn-Sham gap   7.13 eV